Entry 1:
DFT (wB97M-V/def2-TZVPD) results for a cluster of 2 separate species, C6H9IN2O2 in total.

Structure (ORCA input):
```
! wB97M-V def2-TZVPD RIJCOSX def2/J DEFGRID3
* xyz 0 1
O -1.368 2.029 0.315
C -1.492 0.821 0.205
N -1.993 -0.169 0.961
C -2.006 -1.372 0.222
C -1.328 -1.110 -0.925
O -1.127 -2.007 -1.967
N -1.066 0.222 -1.020
H -2.684 0.124 1.589
H -2.338 -2.276 0.494
H -0.517 -2.745 -1.715
H -0.332 0.472 -1.659
C 1.868 1.586 -0.561
C 1.967 0.386 -0.026
C 1.494 0.295 1.429
I 2.927 -1.174 -1.129
H 1.642 2.408 0.024
H 2.029 1.676 -1.571
H 2.380 0.552 2.067
H 1.234 -0.654 1.593
H 0.709 0.935 1.675
*
```

Computed properties:
ΔE to the lowest compared entry with this formula, charge and spin in kJ/mol: 0.0
LUMO in eV: 0.29
Frontier orbital gap in eV: 8.3
HOMO level in Ha: -0.2954

Löwdin population analysis, charges in e, atoms 1 to 2: O 0.04; C -0.54



Entry 2:
DFT (wB97M-V/def2-TZVPD) results for a cluster of 3 separate species, C3H8N2O2 in total.

Structure (ORCA input):
```
! wB97M-V def2-TZVPD RIJCOSX def2/J DEFGRID3
* xyz 0 1
C -1.621 1.257 0.054
C -1.226 0.280 0.921
N 0.095 0.510 1.164
C 0.471 1.576 0.405
N -0.556 2.079 -0.231
H -2.563 1.411 -0.430
H -1.723 -0.621 1.222
H 0.669 -0.021 1.805
H 1.474 1.971 0.341
O 0.707 -0.470 -1.835
H 0.590 0.419 -1.451
H 1.506 -0.492 -2.365
O 0.436 -2.715 0.409
H 1.206 -3.239 0.161
H 0.535 -1.944 -0.170
*
```

Computed properties:
ΔE to the lowest compared entry with this formula, charge and spin in kJ/mol: 95.5
LUMO in eV: 0.65
Frontier orbital gap in eV: 9.8
HOMO level in Ha: -0.3354

Löwdin population analysis, charges in e, atoms 1 to 2: C -0.15; C -0.11



Entry 3:
DFT (wB97M-V/def2-TZVPD) results for a structure of composition C5H10N.

Structure (ORCA input):
```
! wB97M-V def2-TZVPD RIJCOSX def2/J DEFGRID3
* xyz 1 1
C -1.515 -0.924 0.059
C -0.208 -0.294 -0.151
C 1.108 -0.342 -0.125
C -2.581 -0.392 -0.483
C 2.503 -0.654 0.001
N 0.430 0.854 -0.718
H -1.617 -1.667 0.800
H -1.199 1.814 1.733
H -2.729 0.402 -1.250
H -3.621 -0.832 -0.161
H -0.559 1.742 2.185
H 2.634 -1.748 0.186
H 3.012 -0.071 0.750
H 3.138 -0.496 -0.898
H 0.558 0.886 -1.709
H 0.646 1.722 -0.219
*
```

Computed properties:
ΔE to the lowest compared entry with this formula, charge and spin in kJ/mol: 387.9
LUMO in eV: -3.97
Frontier orbital gap in eV: 10.1
HOMO level in Ha: -0.5165

Löwdin population analysis, charges in e, atoms 1 to 2: C -0.11; C -0.12



Entry 4:
DFT (wB97M-V/def2-TZVPD) results for a structure of composition C4H7NO.

Structure (ORCA input):
```
! wB97M-V def2-TZVPD RIJCOSX def2/J DEFGRID3
* xyz 0 1
C -1.390 -0.386 -0.453
C -0.181 0.240 1.026
N 0.274 -0.854 0.073
C 1.282 0.103 -0.457
C 0.690 1.209 0.463
O 0.889 2.408 0.535
H -1.741 -1.410 -0.619
H -1.099 0.087 -1.390
H -2.201 0.194 0.003
H -0.715 0.069 1.953
H 0.652 -1.719 0.472
H 1.263 0.223 -1.544
H 2.281 -0.211 -0.140
*
```

Computed properties:
ΔE to the lowest compared entry with this formula, charge and spin in kJ/mol: 583.7
LUMO in eV: 0.57
Frontier orbital gap in eV: 7.7
HOMO level in Ha: -0.2610

Löwdin population analysis, charges in e, atoms 1 to 2: C 0.04; C -0.11



Entry 5:
DFT (wB97M-V/def2-TZVPD) results for a cluster of 15 separate species, C18H66N4O23 in total.

Structure (ORCA input):
```
! wB97M-V def2-TZVPD RIJCOSX def2/J DEFGRID3
* xyz 0 1
C -3.494 -4.134 0.182
O -3.190 -5.272 -0.115
N -2.593 -3.196 0.610
N -4.788 -3.668 0.078
H -1.700 -3.562 0.897
H -2.911 -2.269 0.814
H -5.507 -4.285 -0.247
H -5.035 -2.794 0.503
C -3.711 -2.691 -3.837
O -4.137 -3.271 -4.822
N -4.558 -2.019 -2.974
N -2.406 -2.715 -3.450
H -5.433 -1.716 -3.356
H -4.302 -1.827 -2.023
H -2.119 -2.030 -2.765
H -1.787 -3.243 -4.036
C 1.885 -2.638 -2.289
C 3.133 -3.233 -2.902
O 2.845 -4.163 -3.936
O 1.252 -3.517 -1.352
H 1.186 -2.383 -3.084
H 2.231 -1.743 -1.772
H 3.805 -3.678 -2.166
H 3.654 -2.347 -3.303
H 3.518 -4.847 -3.908
H 0.570 -4.010 -1.820
C -2.289 2.692 -5.750
C -1.404 1.586 -5.218
O -1.127 1.768 -3.825
O -1.656 3.962 -5.671
H -3.174 2.732 -5.100
H -2.531 2.519 -6.795
H -0.454 1.565 -5.754
H -1.878 0.612 -5.402
H -1.982 1.668 -3.381
H -1.420 4.133 -4.753
C -1.933 -0.081 4.196
C -1.822 1.427 4.262
O -1.545 1.856 5.575
O -3.134 -0.496 4.850
H -1.079 -0.627 4.609
H -2.031 -0.403 3.159
H -2.712 1.832 3.775
H -0.952 1.707 3.641
H -1.443 2.809 5.629
H -3.050 -0.269 5.782
C 4.685 -1.369 0.062
C 3.992 -0.068 0.363
O 4.540 0.459 1.581
O 6.085 -1.205 -0.142
H 4.272 -1.884 -0.806
H 4.565 -2.059 0.906
H 2.925 -0.261 0.527
H 4.064 0.663 -0.447
H 3.793 0.529 2.186
H 6.383 -0.600 0.548
C 0.759 -3.141 2.036
C 2.267 -3.154 2.213
O 2.655 -3.905 3.352
O 0.259 -4.284 1.342
H 0.400 -2.224 1.552
H 0.276 -3.132 3.020
H 2.597 -2.114 2.249
H 2.703 -3.594 1.309
H 2.131 -4.713 3.322
H 0.255 -4.030 0.412
C -0.728 0.222 0.513
C -0.762 -0.098 -0.971
O -2.001 -0.623 -1.408
O 0.593 0.454 0.895
H -1.123 -0.658 1.045
H -1.445 1.001 0.781
H 0.016 -0.806 -1.276
H -0.391 0.801 -1.481
H -2.477 0.032 -1.939
H 0.785 1.395 1.006
C 1.760 5.363 1.014
C 2.019 3.936 1.456
O 0.812 3.158 1.471
O 1.285 5.546 -0.307
H 2.668 5.961 1.119
H 1.060 5.861 1.708
H 2.348 3.992 2.496
H 2.795 3.518 0.821
H 0.195 3.493 2.129
H 0.515 4.979 -0.440
C 1.978 0.658 4.469
C 2.294 1.877 5.296
O 3.104 2.821 4.585
O 3.169 0.003 4.011
H 1.298 0.935 3.654
H 1.409 -0.038 5.095
H 2.859 1.618 6.199
H 1.354 2.336 5.606
H 3.893 2.319 4.346
H 2.976 -0.924 4.184
O 1.195 0.115 -4.092
H 0.346 0.525 -3.859
H 0.991 -0.459 -4.836
O -3.652 1.500 -2.407
H -4.475 1.021 -2.562
H -3.915 2.393 -2.159
O -3.488 2.872 0.969
H -3.675 3.794 1.184
H -4.214 2.378 1.362
O -1.178 3.524 -0.583
H -0.456 3.367 0.055
H -2.002 3.335 -0.106
O 1.518 2.547 -2.281
H 1.781 1.701 -2.665
H 0.567 2.597 -2.432
*
```

Computed properties:
LUMO in eV: -0.92
Frontier orbital gap in eV: 8.9
HOMO level in Ha: -0.3599

Löwdin population analysis, charges in e, atoms 1 to 2: C -0.68; O 0.04



Entry 6:
DFT (wB97M-V/def2-TZVPD) results for the ion C7H18ClN5 with charge +2.

Structure (ORCA input):
```
! wB97M-V def2-TZVPD RIJCOSX def2/J DEFGRID3
* xyz 2 1
C 1.287 -0.527 -3.269
C 1.627 -0.374 -1.787
N 0.670 0.353 -1.064
C -0.201 1.166 -1.584
N -0.960 1.958 -0.890
C -1.033 1.711 0.648
N -0.169 2.598 1.406
Cl -2.755 2.130 1.040
N -0.774 0.284 0.826
C -1.581 -0.535 1.863
C -2.546 -1.596 1.403
C 0.502 -0.057 0.319
N 1.554 0.628 1.074
H 1.731 -1.410 -3.748
H 0.186 -0.575 -3.313
H 1.727 0.366 -3.873
H 1.638 -1.396 -1.332
H 2.467 0.174 -1.749
H -0.195 1.253 -2.710
H -1.484 2.734 -1.218
H 0.018 3.557 1.089
H -0.390 2.611 2.416
H -2.262 0.192 2.408
H -0.888 -0.975 2.595
H -3.235 -1.424 0.559
H -1.987 -2.553 1.160
H -3.160 -1.699 2.186
H 0.559 -1.130 0.486
H 2.003 0.230 1.936
H 1.032 1.561 1.561
H 2.287 1.068 0.558
*
```

Computed properties:
LUMO in eV: -7.09
Frontier orbital gap in eV: 10.6
HOMO level in Ha: -0.6491

Löwdin population analysis, charges in e, atoms 1 to 2: C -0.04; C -0.19



Entry 7:
DFT (wB97M-V/def2-TZVPD) results for a structure of composition C9H54BaNO19.

Structure (ORCA input):
```
! wB97M-V def2-TZVPD RIJCOSX def2/J DEFGRID3
* xyz 1 1
Ba 2.277 0.087 0.060
C -4.070 -1.324 -1.500
C -4.102 0.217 -1.379
C -5.444 0.741 -2.062
C -6.666 0.476 -1.138
C -6.395 1.137 0.183
C -5.099 0.699 0.971
N -3.974 0.735 -0.005
O -2.690 0.397 0.583
C -5.345 -0.654 1.619
C -4.822 1.808 2.023
C -3.041 0.886 -2.317
H -4.176 -1.576 -2.555
H -4.909 -1.829 -1.020
H -3.202 -1.843 -1.092
H -5.732 0.150 -2.932
H -5.423 1.779 -2.392
H -6.894 -0.589 -1.095
H -7.560 1.027 -1.428
H -7.326 0.967 0.725
H -6.293 2.218 0.090
H -4.411 -1.209 1.715
H -5.985 -1.403 1.152
H -5.720 -0.784 2.634
H -3.925 1.676 2.628
H -5.655 1.755 2.723
H -4.683 2.826 1.660
H -3.251 0.762 -3.379
H -1.994 0.659 -2.116
H -3.036 1.955 -2.101
O 5.574 -2.492 -0.087
H 6.490 -2.334 0.143
H 5.532 -2.328 -1.029
O 5.676 -0.040 -3.515
H 5.953 0.851 -3.303
H 6.394 -0.594 -3.209
O 2.554 -2.739 0.097
H 3.384 -3.134 0.362
H 2.059 -3.459 -0.293
O -1.667 -0.245 3.173
H -2.128 -0.097 2.347
H -2.263 0.088 3.844
O 1.224 -0.824 2.336
H 0.321 -0.852 2.652
H 1.757 -0.955 3.120
O 1.868 4.704 0.031
H 1.854 4.195 0.842
H 2.730 5.120 0.024
O 2.162 -0.452 -2.544
H 2.492 0.119 -3.237
H 2.243 -1.336 -2.901
O 3.252 1.815 2.144
H 4.098 1.729 2.582
H 2.753 2.414 2.701
O -0.603 -4.778 0.978
H -0.365 -5.597 1.413
H 0.235 -4.353 0.791
O 2.697 2.415 -1.644
H 3.310 2.860 -2.230
H 2.067 3.093 -1.397
O 4.419 -0.938 2.577
H 4.933 -0.180 2.855
H 5.029 -1.468 2.065
O 4.970 0.416 -0.322
H 5.643 0.680 0.305
H 5.302 0.712 -1.169
O 2.880 -2.992 -3.725
H 2.383 -3.482 -4.380
H 3.754 -3.382 -3.745
O -0.150 -1.112 -0.208
H -0.513 -1.861 -0.680
H -0.902 -0.722 0.238
O 1.825 4.111 2.857
H 2.088 4.957 3.221
H 0.930 3.983 3.170
O 0.633 2.146 0.878
H -0.149 2.445 0.414
H 0.595 2.590 1.725
O 1.071 -4.491 -1.357
H 0.770 -3.954 -2.090
H 0.875 -5.390 -1.621
O 6.780 1.108 1.494
H 7.369 1.622 0.942
H 7.358 0.661 2.112
*
```

Computed properties:
LUMO in eV: -3.44
Frontier orbital gap in eV: 3.1
HOMO level in Ha: -0.2390

Löwdin population analysis, charges in e, atoms 1 to 2: Ba 2.13; C -0.04



Entry 8:
DFT (wB97M-V/def2-TZVPD) results for an isolated molecule of C2H6ClN3.

Structure (ORCA input):
```
! wB97M-V def2-TZVPD RIJCOSX def2/J DEFGRID3
* xyz 0 1
H 1.295 0.982 -1.611
N 0.523 0.188 -1.882
C 0.347 -0.277 -0.673
C -0.958 -0.987 -0.363
Cl -1.724 -0.058 1.086
N 1.389 -0.208 0.316
N 2.129 1.124 -0.067
H -0.744 -2.062 -0.035
H -1.462 -1.340 -1.293
H 0.982 0.010 1.263
H 3.101 1.248 0.415
H 1.507 2.002 0.432
*
```

Computed properties:
ΔE to the lowest compared entry with this formula, charge and spin in kJ/mol: 277.3
LUMO in eV: 0.48
Frontier orbital gap in eV: 10.0
HOMO level in Ha: -0.3513

Löwdin population analysis, charges in e, atoms 1 to 2: H 0.07; N 0.09



Entry 9:
DFT (wB97M-V/def2-TZVPD) results for a cluster of 17 separate species, H32O20P in total.

Structure (ORCA input):
```
! wB97M-V def2-TZVPD RIJCOSX def2/J DEFGRID3
* xyz -3 1
P 0.040 -0.097 -0.263
O 1.474 -0.203 0.365
O 0.025 1.348 -1.009
O -1.106 -0.296 0.765
O -0.164 -1.115 -1.403
O 1.190 0.501 2.931
H 0.240 0.481 3.042
H 1.322 0.438 1.985
O -0.939 -3.501 -0.846
H -1.518 -3.328 -0.104
H -0.557 -2.648 -1.056
O -1.020 -1.732 -3.717
H -0.697 -1.582 -2.828
H -1.462 -0.917 -3.953
O 3.165 0.437 -1.702
H 3.040 -0.511 -1.733
H 2.599 0.731 -0.989
O 3.677 -0.163 1.512
H 3.779 -1.054 1.849
H 2.858 -0.186 1.018
O 1.087 3.254 -2.397
H 0.706 2.655 -1.754
H 1.741 3.750 -1.905
O -3.157 -1.729 0.422
H -3.274 -1.884 1.360
H -2.472 -1.062 0.373
O -0.555 -2.387 2.240
H -0.768 -1.642 1.678
H -0.147 -1.996 3.013
O 2.519 2.499 0.696
H 2.545 1.700 1.222
H 1.856 2.324 0.028
O -1.353 0.940 -3.234
H -2.221 1.078 -2.855
H -0.779 0.808 -2.479
O -1.968 0.262 3.008
H -1.656 0.098 2.118
H -2.613 -0.427 3.167
O -1.624 3.163 -0.645
H -2.167 3.059 -1.427
H -1.018 2.422 -0.673
O -3.376 1.083 -0.311
H -2.487 0.790 -0.111
H -3.655 1.556 0.473
O 2.022 -2.204 -1.918
H 1.183 -1.755 -1.818
H 2.275 -2.440 -1.025
O -0.390 2.607 2.227
H -0.375 2.483 1.278
H -0.856 1.840 2.562
O 2.019 -2.665 0.898
H 1.794 -1.775 0.630
H 1.219 -3.006 1.297
*
```

Computed properties:
ΔE to the lowest compared entry with this formula, charge and spin in kJ/mol: 110.5
LUMO in eV: 6.90
Frontier orbital gap in eV: 7.7
HOMO level in Ha: -0.0308

Löwdin population analysis, charges in e, atoms 1 to 2: P 0.34; O -0.40



Entry 10:
DFT (wB97M-V/def2-TZVPD) results for a structure of composition C23H22CoF2N3O5S.

Structure (ORCA input):
```
! wB97M-V def2-TZVPD RIJCOSX def2/J DEFGRID3
* xyz 0 1
Co -0.274 -0.012 -0.191
O 3.288 1.449 0.137
C 2.261 0.953 0.551
O 1.066 1.300 0.167
C 2.271 -0.118 1.655
C 0.969 -0.020 2.460
C 1.011 -0.872 3.719
C 0.903 -2.304 3.140
C 0.831 -2.031 1.645
O 0.061 -0.785 1.603
C 2.179 -1.579 1.085
C 2.147 -1.649 -0.446
O 3.090 -2.120 -1.057
O 1.058 -1.210 -0.997
H 3.160 0.002 2.268
H 0.578 0.983 2.575
H 0.169 -0.641 4.369
H 1.931 -0.702 4.276
H 0.000 -2.805 3.486
H 1.758 -2.934 3.380
H 0.327 -2.789 1.059
H 3.003 -2.195 1.437
F -2.371 4.323 2.024
C -2.528 3.057 1.591
C -1.446 2.400 1.039
C -1.615 1.098 0.594
C -2.868 0.476 0.711
C -3.917 1.188 1.279
F -5.135 0.616 1.402
C -3.778 2.483 1.728
C -2.930 -0.882 0.165
C -4.024 -1.745 0.147
C -3.890 -2.991 -0.436
C -2.681 -3.363 -1.007
C -1.635 -2.464 -0.960
N -1.758 -1.273 -0.373
H -0.480 2.887 0.996
H -4.608 3.019 2.163
H -4.960 -1.433 0.578
H -4.734 -3.667 -0.458
H -2.549 -4.323 -1.485
H -0.668 -2.661 -1.405
C 1.867 -0.277 -3.842
N 1.684 1.033 -3.252
C 2.820 1.950 -3.115
C 2.194 3.195 -2.466
N 0.814 2.767 -2.254
C 0.618 1.505 -2.629
S -0.856 0.653 -2.309
H 2.215 -0.155 -4.870
H 0.917 -0.801 -3.831
H 2.587 -0.852 -3.262
H 3.258 2.158 -4.092
H 3.571 1.488 -2.472
H 2.223 4.063 -3.124
H 2.674 3.427 -1.517
H 0.199 3.179 -1.577
*
```

Computed properties:
ΔE to the lowest compared entry with this formula, charge and spin in kJ/mol: 0.0
LUMO in eV: 0.01
Frontier orbital gap in eV: 8.6
HOMO level in Ha: -0.3142

Löwdin population analysis, charges in e, atoms 1 to 2: Co 0.36; O 0.09



Entry 11:
DFT (wB97M-V/def2-TZVPD) results for a structure of composition C27H22AuN2O3PS.

Structure (ORCA input):
```
! wB97M-V def2-TZVPD RIJCOSX def2/J DEFGRID3
* xyz 2 1
Au 0.042 -1.428 0.973
N -0.366 -3.443 -0.083
C 0.686 -3.583 -1.072
C 0.745 -4.650 -1.927
C 1.796 -4.781 -2.854
C 2.791 -3.846 -2.896
C 2.765 -2.736 -2.021
C 3.799 -1.773 -1.994
C 3.749 -0.741 -1.099
C 2.648 -0.641 -0.244
N 1.649 -1.506 -0.264
C 1.690 -2.591 -1.120
H -1.282 -3.358 -0.517
H -0.403 -4.249 0.537
H -0.025 -5.411 -1.881
H 1.818 -5.636 -3.514
H 3.618 -3.948 -3.586
H 4.635 -1.878 -2.674
H 4.534 -0.002 -1.032
H 2.578 0.169 0.470
O -1.527 -1.357 2.218
S -1.098 -0.587 3.528
O -1.472 -1.262 4.714
O 0.298 -0.217 3.342
C -1.960 0.914 3.253
C -2.820 1.490 4.159
C -3.357 2.741 3.861
C -3.023 3.388 2.684
C -2.161 2.792 1.768
C -1.632 1.537 2.049
P -0.611 0.827 0.742
C -1.619 0.531 -0.706
C -1.014 0.106 -1.898
C -1.799 -0.184 -2.997
C -3.185 -0.071 -2.911
C -3.785 0.323 -1.726
C -3.008 0.621 -0.616
C 0.765 1.913 0.475
C 1.571 2.206 1.585
C 2.649 3.057 1.427
C 2.921 3.616 0.181
C 2.114 3.334 -0.912
C 1.031 2.479 -0.774
H -3.046 0.979 5.085
H -4.030 3.214 4.564
H -3.430 4.366 2.468
H -1.913 3.310 0.848
H 0.063 0.005 -1.966
H -1.336 -0.493 -3.925
H -3.795 -0.296 -3.776
H -4.862 0.402 -1.661
H -3.484 0.921 0.308
H 1.352 1.766 2.551
H 3.273 3.294 2.278
H 3.761 4.288 0.068
H 2.316 3.793 -1.871
H 0.386 2.286 -1.621
*
```

Computed properties:
ΔE to the lowest compared entry with this formula, charge and spin in kJ/mol: 0.0
LUMO in eV: -8.05
Frontier orbital gap in eV: 7.1
HOMO level in Ha: -0.5563

Löwdin population analysis, charges in e, atoms 1 to 2: Au 1.15; N 0.05